{
  "formula": "C57H77N2O28",
  "method": "the ωB97M-V functional and the def2-TZVPD basis",
  "symbols": ["O", "H", "H", "H", "C", "C", "C", "O", "C", "C", "C", "O", "O", "O", "H", "H", "C", "O", "C", "C", "N", "C", "C", "O", "C", "H", "H", "H", "H", "H", "H", "H", "H", "H", "H", "H", "H", "H", "H", "H", "C", "O", "C", "C", "N", "C", "C", "O", "C", "H", "H", "H", "H", "H", "H", "H", "H", "H", "H", "H", "H", "H", "H", "H", "C", "C", "C", "C", "C", "C", "O", "O", "H", "H", "H", "H", "H", "H", "C", "C", "C", "C", "C", "C", "O", "O", "H", "H", "H", "H", "H", "H", "C", "C", "C", "C", "C", "C", "O", "O", "H", "H", "H", "H", "H", "H", "C", "C", "C", "C", "C", "C", "O", "O", "H", "H", "H", "H", "H", "H", "C", "C", "C", "C", "C", "C", "O", "O", "H", "H", "H", "H", "H", "H", "C", "C", "O", "C", "O", "O", "H", "H", "H", "H", "C", "C", "O", "C", "O", "O", "H", "H", "H", "H", "C", "C", "O", "C", "O", "O", "H", "H", "H", "H"],
  "coordinates": [[-2.1286, -1.0607, -8.2880], [-1.9512, -0.5641, -7.4858], [-2.8063, -1.7259, -8.1477], [-2.5277, -0.5310, -8.9821], [0.1496, 1.8752, -2.6217], [0.9104, 1.6762, -1.4921], [1.0559, 0.2965, -0.8352], [1.6613, 0.1406, 0.2925], [0.4574, -0.7815, -1.3792], [-0.3270, -0.7411, -2.6423], [-0.5996, 0.7371, -3.1657], [-1.5059, 0.9326, -4.0331], [-0.7748, -1.7343, -3.1022], [1.7124, 2.6483, -1.2857], [0.0098, 2.8912, -2.9601], [0.5040, -1.7213, -0.8490], [-8.3883, 4.6337, -10.8749], [-7.6637, 3.4381, -10.8363], [-7.4729, 2.8634, -9.5617], [-6.2856, 1.8191, -9.5729], [-5.0979, 1.9879, -10.3632], [-4.4168, 3.2402, -10.2314], [-3.2386, 3.1779, -11.1845], [-2.3210, 2.3526, -10.5587], [-1.1155, 2.5453, -11.2270], [-9.1093, 4.4607, -10.0759], [-8.9843, 4.7166, -11.7837], [-7.8425, 5.5510, -10.6540], [-8.4446, 2.4695, -9.2637], [-7.2906, 3.6889, -8.8736], [-6.6818, 0.9379, -10.0774], [-6.1020, 1.5270, -8.5390], [-5.3630, 1.8647, -11.3299], [-3.9389, 3.3136, -9.2545], [-5.0466, 4.1285, -10.2810], [-2.8191, 4.1805, -11.2692], [-3.5081, 2.9006, -12.2036], [-0.6855, 3.4603, -10.8197], [-1.1168, 2.6799, -12.3087], [-0.4108, 1.7284, -11.0711], [-1.5488, -5.5369, 4.3787], [-2.1994, -5.0795, 5.5343], [-1.9320, -3.6899, 5.8338], [-2.4331, -3.2893, 7.2148], [-3.9317, -3.4262, 7.2398], [-4.4898, -2.9960, 8.5106], [-4.1092, -3.7668, 9.7314], [-4.5936, -5.0637, 9.5484], [-4.0033, -6.1174, 10.2905], [-1.7462, -6.5887, 4.1719], [-0.4595, -5.5046, 4.3546], [-1.9920, -5.0218, 3.5265], [-2.3396, -3.0482, 5.0527], [-0.8503, -3.5623, 5.7920], [-2.0544, -2.2715, 7.3086], [-1.9424, -3.8679, 7.9974], [-3.9850, -4.4339, 7.1974], [-5.5734, -2.9320, 8.4117], [-4.2886, -1.9550, 8.7634], [-4.7519, -3.5217, 10.5770], [-3.0384, -3.8184, 9.9282], [-4.6175, -7.0093, 10.1665], [-3.7565, -5.8867, 11.3268], [-3.0388, -6.2482, 9.8000], [-6.1039, -0.0582, -0.5444], [-6.4085, -0.7981, 0.5784], [-6.9489, -0.1256, 1.6341], [-7.1815, 1.2535, 1.5962], [-6.8490, 2.0019, 0.4585], [-6.2875, 1.3324, -0.6342], [-6.1429, 2.0483, -1.8043], [-7.2625, -0.8018, 2.7516], [-5.7332, -0.6450, -1.3718], [-6.2003, -1.8574, 0.5453], [-7.5161, 1.7643, 2.4870], [-6.9220, 3.0790, 0.4877], [-5.3645, 1.9538, -2.3582], [-6.4482, -0.8253, 3.2594], [-0.7128, -10.9413, -3.7590], [-1.5092, -9.8951, -4.2554], [-1.2584, -8.5720, -3.9403], [-0.3524, -8.2689, -2.9484], [0.4000, -9.2873, -2.3296], [0.1386, -10.6838, -2.6686], [0.7626, -11.7387, -2.1818], [-2.0650, -7.5737, -4.4458], [-0.9170, -11.9842, -3.9518], [-2.2595, -9.9969, -5.0255], [-0.3168, -7.2774, -2.5217], [1.1165, -8.9981, -1.5750], [0.0672, -12.3599, -1.9536], [-1.8412, -6.7474, -4.0115], [1.0539, 3.0779, 7.6679], [0.4924, 4.1259, 8.4228], [0.5836, 4.0011, 9.8213], [1.3028, 2.9455, 10.3990], [1.7429, 1.8929, 9.6349], [1.6733, 1.9585, 8.2941], [2.0186, 0.9137, 7.4783], [0.2044, 5.0096, 10.6360], [0.8747, 3.0350, 6.6037], [0.0086, 4.9560, 7.9295], [1.3507, 2.9529, 11.4779], [2.3136, 1.1194, 10.1274], [1.7234, 0.9665, 6.5663], [0.9277, 5.0338, 11.2668], [5.5614, -4.9227, 3.7169], [5.6883, -6.0740, 4.4682], [6.9174, -6.7649, 4.3722], [7.9389, -6.3988, 3.5359], [7.6937, -5.4207, 2.6637], [6.5242, -4.6081, 2.8110], [6.4951, -3.4277, 2.1220], [7.2244, -7.7660, 5.3049], [4.7753, -4.1865, 3.7979], [4.9746, -6.4843, 5.1672], [8.8884, -6.9017, 3.6454], [8.4335, -5.1724, 1.9171], [5.6551, -2.9744, 2.2252], [6.6084, -8.4005, 5.6784], [6.4557, 9.8899, -2.0198], [7.7575, 10.3281, -1.8010], [8.7092, 9.4372, -1.4851], [8.4508, 8.0760, -1.5625], [7.1405, 7.6190, -1.9109], [6.1080, 8.5672, -2.0139], [4.8908, 8.1018, -2.4474], [9.9459, 9.8639, -1.1615], [5.7411, 10.6747, -2.2191], [7.9836, 11.3837, -1.7694], [9.0987, 7.2436, -1.3309], [6.8683, 6.5745, -1.9476], [4.7234, 7.2349, -2.0704], [10.6305, 9.3040, -1.5352], [5.6728, 5.0357, 3.8400], [6.4874, 3.7947, 4.2878], [6.5569, 3.9153, 5.6668], [6.1678, 5.1726, 6.0798], [6.3226, 5.7047, 7.1347], [5.5577, 5.8176, 5.0551], [4.7404, 4.5758, 3.5126], [6.2066, 5.6507, 3.1156], [7.5155, 3.7764, 3.9261], [5.8624, 2.9464, 4.0089], [-2.5946, 6.8103, -0.1950], [-2.3391, 6.0503, 1.0640], [-2.7892, 6.9424, 2.0663], [-3.4887, 7.9525, 1.4960], [-4.0679, 8.8017, 2.1571], [-3.4046, 7.8892, 0.1183], [-3.2746, 6.2466, -0.8338], [-1.7153, 7.1540, -0.7397], [-1.2529, 6.0157, 1.1472], [-2.7274, 5.0413, 1.2028], [6.0598, -3.9917, -3.7543], [4.9191, -4.9096, -3.3675], [5.0973, -5.8666, -4.3926], [5.6185, -5.3588, -5.4871], [5.8824, -6.0282, -6.4994], [6.1311, -4.1610, -5.1806], [7.0023, -4.3608, -3.3500], [5.9770, -2.9255, -3.5436], [4.0009, -4.3486, -3.5418], [5.0184, -5.4929, -2.4521]],
  "charge": -1,
  "mol_weight_g_mol": 1238.229,
  "lumo_energy_ev": -0.64
}



{
  "formula": "C22H20BrFN4O4Pt",
  "method": "the ωB97M-V functional and the def2-TZVPD basis",
  "symbols": ["Pt", "Br", "C", "C", "C", "C", "C", "C", "C", "C", "C", "C", "H", "H", "H", "H", "H", "H", "N", "C", "N", "C", "C", "C", "C", "C", "H", "H", "H", "H", "H", "H", "H", "H", "H", "H", "F", "C", "C", "N", "C", "C", "O", "O", "C", "O", "N", "C", "O", "H", "H", "H", "H"],
  "coordinates": [[-0.0667, 0.6569, 0.6630], [-1.4673, -1.8897, -0.5212], [0.1226, -2.0170, -1.5590], [0.2375, -3.1715, -2.2801], [1.3259, -3.3709, -3.1454], [2.2567, -2.3901, -3.2843], [2.1620, -1.1827, -2.5512], [3.1496, -0.1902, -2.7439], [3.0921, 0.9829, -2.0577], [2.0589, 1.1955, -1.1285], [1.0828, 0.2563, -0.8815], [1.0898, -0.9653, -1.6315], [-0.5250, -3.9310, -2.1885], [1.4026, -4.2939, -3.7026], [3.0928, -2.5138, -3.9598], [3.9476, -0.3873, -3.4477], [3.8463, 1.7450, -2.2025], [2.0545, 2.1204, -0.5662], [-1.1390, 2.0148, -0.3231], [-1.4551, 2.6836, -1.2126], [-1.8659, 3.4211, -2.1997], [-1.3687, 4.7885, -2.3800], [-0.8949, 4.9885, -3.8142], [-1.9198, 4.4560, -4.8394], [-3.1970, 3.9562, -4.1714], [-2.8789, 2.8941, -3.1312], [-0.5551, 4.9390, -1.6721], [-2.1656, 5.4917, -2.1226], [0.0607, 4.4777, -3.9402], [-0.7068, 6.0522, -3.9677], [-1.4773, 3.6313, -5.4020], [-2.1678, 5.2284, -5.5671], [-3.8703, 3.5233, -4.9125], [-3.7385, 4.7823, -3.7050], [-2.4734, 2.0015, -3.6155], [-3.7703, 2.6067, -2.5696], [-2.4879, -0.3216, 7.1925], [-1.2034, -0.1735, 6.8469], [-0.7145, -0.7579, 5.7503], [0.6077, -0.6416, 5.3900], [1.0419, -1.1648, 4.1118], [0.5325, -0.3172, 2.9600], [0.9608, -0.6628, 1.8109], [-0.2703, 0.5979, 3.1099], [1.4772, 0.1736, 6.0888], [2.6257, 0.3597, 5.7572], [0.9387, 0.7329, 7.2312], [-0.3665, 0.6565, 7.7073], [-0.7132, 1.2264, 8.7138], [-1.3386, -1.3554, 5.1015], [0.6717, -2.1825, 3.9783], [2.1299, -1.1928, 4.0926], [1.5740, 1.3138, 7.7621]],
  "charge": 0,
  "mol_weight_g_mol": 698.406,
  "lumo_energy_ev": 0.22
}